Molecular formula: CH6N2O3S
Method: DFT, the ωB97M-V functional and the def2-TZVPD basis

Properties
Gap between HOMO and LUMO ... 8.02 eV
E_HOMO ... -9.14 eV
DFT total energy ... -21086.913 eV
Energy above the lowest of the compared OMol25 structures with the same formula, charge and spin ... 4.6207 eV

Element x y z (Å)
C: 0.82 1.00 -1.50
N: -1.74 -1.20 0.29
N: 1.80 0.18 0.33
O: 0.75 -0.19 1.24
O: -3.35 -1.44 2.16
O: 1.48 1.37 -0.33
S: -2.27 -2.08 1.43
H: 1.44 0.25 -2.13
H: 0.65 1.89 -2.01
H: -0.15 0.36 -1.27
H: -0.01 -0.29 0.75
H: -2.10 -0.19 0.06
H: 2.69 0.35 0.98

Atom charges from the natural (NBO) analysis, given in e for atoms 1 to 4: -0.249 -1.044 -0.101 -0.601